Here is a molecular structure, C29H54N3O2PdSSbSi4 from the Open Molecules 2025 dataset. Energies are from ωB97M-V with the def2-TZVPD basis set.

## Properties
Gap between HOMO and LUMO (Eh): 0.23907
LUMO (eV): -7.10

The geometry in ORCA input format:
```
! wB97M-V def2-TZVPD RIJCOSX def2/J DEFGRID3
* xyz 2 1
Pd 0.761 -0.842 -0.005
C 2.524 -6.207 1.574
C 2.602 -4.838 2.143
C 3.639 -4.344 2.899
C 3.590 -3.023 3.339
N 2.550 -2.221 3.044
C 1.575 -2.706 2.328
S 0.135 -1.743 1.965
N 1.579 -3.990 1.899
C 4.694 -2.438 4.148
H 3.333 -6.825 1.952
H 2.612 -6.142 0.489
H 1.573 -6.678 1.830
H 4.480 -4.978 3.139
H 0.797 -4.297 1.331
H 4.959 -3.103 4.970
H 4.406 -1.466 4.538
H 5.582 -2.326 3.522
C -1.320 -3.651 -1.341
C -2.275 -2.764 -0.558
Sb -1.738 -0.706 -0.538
C -2.037 -0.118 -2.572
C -3.415 -0.554 -3.057
C -3.191 0.166 0.756
C -4.451 -0.682 0.873
H -1.682 -4.679 -1.344
H -0.311 -3.642 -0.917
H -1.230 -3.339 -2.383
H -2.356 -3.059 0.488
H -3.279 -2.792 -0.985
H -1.224 -0.574 -3.134
H -1.914 0.961 -2.640
H -3.554 -1.634 -3.010
H -3.532 -0.263 -4.102
H -4.219 -0.073 -2.499
H -3.403 1.156 0.354
H -2.710 0.301 1.723
H -4.958 -0.809 -0.084
H -5.150 -0.188 1.548
H -4.248 -1.671 1.284
C 4.327 2.655 1.081
Si 3.657 1.146 0.179
C 4.466 -0.364 0.940
C 4.029 1.256 -1.660
Si 1.298 1.424 0.690
Si 0.864 2.098 2.939
C -0.961 2.497 3.092
C 1.893 3.640 3.253
C 1.355 0.828 4.222
Si 0.382 3.058 -0.757
C 0.991 4.723 -0.135
C -1.494 3.072 -0.613
C 0.876 2.809 -2.548
H 5.381 2.748 0.803
H 4.281 2.525 2.161
H 3.843 3.594 0.820
H 5.543 -0.316 0.764
H 4.091 -1.294 0.517
H 4.292 -0.376 2.017
H 4.913 0.655 -1.882
H 4.252 2.285 -1.947
H 3.211 0.915 -2.288
H -1.221 3.407 2.547
H -1.236 2.650 4.136
H -1.569 1.681 2.703
H 1.920 4.366 2.442
H 2.916 3.384 3.524
H 1.443 4.134 4.119
H 0.831 -0.117 4.093
H 1.138 1.208 5.222
H 2.427 0.627 4.168
H 0.525 5.004 0.809
H 0.712 5.477 -0.876
H 2.074 4.777 -0.024
H -1.824 3.318 0.396
H -1.924 2.106 -0.891
H -1.914 3.811 -1.297
H 1.905 3.123 -2.729
H 0.228 3.427 -3.173
H 0.774 1.769 -2.862
O 1.137 -0.488 -2.057
C 1.946 -1.461 -2.162
N 2.241 -2.154 -1.057
C 3.108 -3.195 -1.410
O 3.528 -4.034 -0.650
C 3.380 -3.063 -2.880
C 4.185 -3.798 -3.719
C 4.231 -3.409 -5.059
C 3.494 -2.326 -5.525
C 2.680 -1.584 -4.670
C 2.641 -1.979 -3.350
H 4.759 -4.638 -3.354
H 4.853 -3.958 -5.752
H 3.559 -2.054 -6.569
H 2.111 -0.738 -5.031
*
```

Okay, here come the Mulliken numbers, in e, for every atom:
1. Pd -0.425
2. C -1.534
3. C 0.941
4. C -1.001
5. C 0.946
6. N 0.145
7. C -0.221
8. S -0.322
9. N 0.373
10. C -1.645
11. H 0.426
12. H 0.316
13. H 0.399
14. H 0.532
15. H 0.178
16. H 0.538
17. H 0.235
18. H 0.347
19. C -1.173
20. C -0.672
21. Sb -0.040
22. C -0.155
23. C -1.221
24. C -0.235
25. C -1.321
26. H 0.478
27. H -0.042
28. H 0.324
29. H 0.521
30. H 0.653
31. H 0.175
32. H 0.430
33. H 0.273
34. H 0.453
35. H 0.333
36. H 0.457
37. H 0.109
38. H 0.274
39. H 0.435
40. H 0.352
41. C -1.200
42. Si 0.428
43. C -0.573
44. C -0.805
45. Si 0.380
46. Si 0.638
47. C -0.536
48. C -1.164
49. C -0.829
50. Si 0.465
51. C -1.215
52. C -0.359
53. C -0.885
54. H 0.457
55. H 0.263
56. H 0.298
57. H 0.541
58. H 0.018
59. H -0.113
60. H 0.446
61. H 0.472
62. H -0.132
63. H 0.296
64. H 0.463
65. H -0.216
66. H 0.308
67. H 0.380
68. H 0.436
69. H 0.244
70. H 0.508
71. H 0.095
72. H 0.302
73. H 0.464
74. H 0.341
75. H 0.248
76. H -0.496
77. H 0.527
78. H 0.395
79. H 0.511
80. H -0.031
81. O -0.185
82. C 0.082
83. N 0.954
84. C -0.533
85. O -0.645
86. C 0.302
87. C -0.641
88. C -0.538
89. C -0.786
90. C -0.197
91. C 0.159
92. H 0.546
93. H 0.431
94. H 0.468
95. H 0.579



Here is C6H7N3 in the gas phase at a distorted geometry from the Open Molecules 2025 dataset. Energies are from ωB97M-V with the def2-TZVPD basis set.

## Properties
Gap between HOMO and LUMO (Eh): 0.34671
SMILES string: C=NC(=C)[C@@H](C#N)N=C
LUMO (eV): -0.06

The geometry in ORCA input format:
```
! wB97M-V def2-TZVPD RIJCOSX def2/J DEFGRID3
* xyz 0 1
C -2.190 0.524 1.154
N -2.004 -0.042 0.025
C -0.866 -0.496 -0.543
C -0.745 -0.794 -1.848
C 0.635 -0.588 0.379
C 1.695 -1.048 -0.547
N 2.657 -1.147 -1.170
N 0.980 0.506 1.140
C 1.655 1.477 0.753
H -3.218 0.590 1.440
H -1.465 0.626 1.993
H -1.475 -0.942 -2.596
H 0.087 -1.078 -2.505
H 0.404 -1.446 0.929
H 1.737 2.197 1.554
H 2.112 1.661 -0.160
*
```

Okay, here come the natural (NBO) numbers, in e, for every atom:
1. C -0.025
2. N -0.432
3. C 0.176
4. C -0.378
5. C -0.211
6. C 0.264
7. N -0.331
8. N -0.412
9. C -0.009
10. H 0.173
11. H 0.173
12. H 0.215
13. H 0.228
14. H 0.228
15. H 0.174
16. H 0.166



Here is 8 unconnected molecules or ions with the total composition C7H26O7 at a distorted geometry from the Open Molecules 2025 dataset. Energies are from ωB97M-V with the def2-TZVPD basis set.

## Properties
Gap between HOMO and LUMO (Eh): 0.34232
SMILES string: C=C(/C=C/C)CC.O.O.O.O.O.O.O
LUMO (eV): 0.22

The geometry in ORCA input format:
```
! wB97M-V def2-TZVPD RIJCOSX def2/J DEFGRID3
* xyz 0 1
C 2.476 -0.889 0.516
C 1.206 -1.185 0.765
C 0.638 -2.491 0.306
C 0.417 -2.740 -0.976
C -0.068 -4.023 -1.560
C 0.207 -0.242 1.384
C -0.152 -0.585 2.829
H 2.921 0.036 0.870
H 3.123 -1.580 -0.011
H 0.296 -3.130 1.113
H 0.424 -1.894 -1.658
H -1.138 -4.159 -1.372
H 0.096 -4.171 -2.626
H 0.354 -4.855 -1.007
H -0.704 -0.299 0.793
H 0.563 0.800 1.327
H -0.672 0.050 3.545
H 0.764 -0.871 3.356
H -0.557 -1.600 2.826
O 0.805 3.906 0.434
H 1.522 4.299 0.948
H 1.118 3.127 -0.054
O -2.539 0.584 -0.895
H -2.256 1.265 -0.252
H -3.410 0.802 -1.236
O 1.218 1.698 -1.229
H 1.577 1.210 -1.977
H 1.082 1.071 -0.500
O -1.912 3.176 0.026
H -0.978 3.440 0.066
H -2.436 3.893 0.391
O 3.420 3.599 1.473
H 3.389 2.957 2.194
H 4.032 3.200 0.845
O -2.552 0.049 -3.930
H -2.390 0.092 -2.976
H -2.448 0.932 -4.291
O -2.588 -2.194 0.055
H -2.619 -1.335 -0.425
H -2.229 -1.942 0.911
*
```

Okay, here come the natural (NBO) numbers, in e, for every atom:
1. C -0.416
2. C 0.006
3. C -0.260
4. C -0.128
5. C -0.664
6. C -0.455
7. C -0.619
8. H 0.185
9. H 0.212
10. H 0.205
11. H 0.193
12. H 0.244
13. H 0.221
14. H 0.213
15. H 0.218
16. H 0.197
17. H 0.231
18. H 0.209
19. H 0.202
20. O -1.009
21. H 0.507
22. H 0.500
23. O -1.002
24. H 0.524
25. H 0.485
26. O -0.971
27. H 0.494
28. H 0.489
29. O -0.995
30. H 0.514
31. H 0.479
32. O -0.949
33. H 0.476
34. H 0.479
35. O -0.959
36. H 0.486
37. H 0.469
38. O -0.959
39. H 0.494
40. H 0.457



Here is 2 unconnected molecules or ions with the total composition C10H10N2O3 at a distorted geometry from the Open Molecules 2025 dataset. Energies are from ωB97M-V with the def2-TZVPD basis set.

## Properties
Gap between HOMO and LUMO (alpha / beta) (Eh): 0.21408 / 0.31416
LUMO (alpha / beta) (eV): 0.71 / -0.79
Expectation value of S²: 2.03

The geometry in ORCA input format:
```
! wB97M-V def2-TZVPD RIJCOSX def2/J DEFGRID3
* xyz 0 3
C -3.329 1.148 0.779
C -3.100 -0.217 0.986
C -2.260 1.862 0.220
C -1.951 -0.907 0.501
C -1.087 1.251 -0.077
C 3.680 -0.481 0.936
C 1.156 1.383 -0.710
C 0.113 -0.702 -0.713
C 0.530 -2.052 -0.356
C 0.864 0.180 -1.572
N -0.969 -0.140 -0.095
N 4.590 0.024 0.292
O 0.089 1.924 -0.229
O 2.901 -1.033 1.612
O 2.284 1.684 -0.407
H -4.109 1.717 1.254
H -3.829 -0.728 1.672
H -2.398 2.893 0.189
H -1.809 -1.979 0.760
H -0.152 -2.761 -0.733
H 0.584 -2.056 0.745
H 1.555 -2.132 -0.632
H 0.261 0.539 -2.388
H 1.815 -0.320 -1.906
H 4.572 0.904 -0.127
*
```

Okay, here come the natural (NBO) numbers, in e, for every atom:
1. C -0.267
2. C -0.218
3. C -0.303
4. C -0.063
5. C 0.479
6. C 0.877
7. C 0.814
8. C 0.246
9. C -0.670
10. C -0.573
11. N -0.462
12. N -0.778
13. O -0.459
14. O -0.528
15. O -0.588
16. H 0.217
17. H 0.222
18. H 0.228
19. H 0.228
20. H 0.223
21. H 0.234
22. H 0.232
23. H 0.231
24. H 0.251
25. H 0.429



Here is a molecular structure, C27H31AsF3N5O3RhS2 at a distorted geometry from the Open Molecules 2025 dataset. Energies are from ωB97M-V with the def2-TZVPD basis set.

## Properties
Gap between HOMO and LUMO (Eh): 0.28396
LUMO (eV): -2.97

The geometry in ORCA input format:
```
! wB97M-V def2-TZVPD RIJCOSX def2/J DEFGRID3
* xyz 1 1
Rh 0.887 0.094 0.912
F 2.427 4.123 4.425
C 2.346 2.923 5.019
F 2.252 3.125 6.340
F 3.498 2.277 4.783
C 1.164 2.140 4.507
C 0.009 2.044 5.254
C -1.094 1.348 4.761
C -0.989 0.757 3.526
N 0.135 0.854 2.798
C 1.190 1.533 3.248
S 2.410 1.458 2.024
H -0.028 2.503 6.233
H -2.013 1.275 5.324
H -1.803 0.198 3.083
C -4.224 1.366 -5.389
C -3.507 0.682 -4.255
C -3.954 -0.536 -3.754
C -3.288 -1.174 -2.716
C -2.164 -0.570 -2.167
C -1.692 0.648 -2.652
C -2.370 1.262 -3.689
S -1.364 -1.379 -0.836
O -1.573 -2.798 -1.012
O -1.925 -0.828 0.394
N 0.152 -0.921 -0.825
C 1.068 -1.310 -1.816
C 0.797 -1.869 -3.033
C 1.857 -2.198 -3.915
C 3.158 -1.983 -3.579
C 3.458 -1.422 -2.314
C 4.777 -1.210 -1.858
C 4.989 -0.744 -0.598
C 3.884 -0.446 0.220
N 2.637 -0.575 -0.184
C 2.410 -1.081 -1.446
H -5.062 0.771 -5.748
H -3.547 1.541 -6.226
H -4.609 2.339 -5.075
H -4.833 -1.001 -4.188
H -3.632 -2.129 -2.339
H -0.801 1.099 -2.229
H -2.008 2.209 -4.075
H -0.223 -2.077 -3.330
H 1.616 -2.643 -4.872
H 3.965 -2.247 -4.250
H 5.610 -1.434 -2.515
H 5.986 -0.587 -0.209
H 4.039 -0.085 1.227
C -3.468 2.417 -0.453
N -2.225 1.951 0.137
C -1.039 2.546 -0.056
N -1.024 3.757 -0.669
O 0.044 2.036 0.305
H -4.241 1.685 -0.240
H -3.387 2.525 -1.537
H -3.786 3.365 -0.015
H -2.152 0.968 0.381
H -1.865 4.295 -0.780
H -0.149 4.251 -0.645
C 1.621 -3.375 0.874
As 0.965 -1.955 1.977
C 2.122 -1.965 3.494
C -0.691 -2.645 2.629
H 1.670 -4.275 1.484
H 2.607 -3.125 0.493
H 0.931 -3.523 0.045
H 2.194 -2.991 3.852
H 1.712 -1.326 4.274
H 3.105 -1.595 3.211
H -0.463 -3.618 3.060
H -1.391 -2.742 1.805
H -1.108 -1.987 3.387
*
```

Okay, here come the Mulliken numbers, in e, for every atom:
1. Rh 1.622
2. F -0.236
3. C 0.697
4. F -0.281
5. F -0.221
6. C -0.038
7. C -0.301
8. C -1.334
9. C -0.704
10. N 0.374
11. C 0.620
12. S -0.422
13. H 0.531
14. H 0.449
15. H 0.768
16. C -1.434
17. C 1.136
18. C -0.910
19. C -0.754
20. C -0.396
21. C -0.268
22. C -0.922
23. S 1.430
24. O -0.775
25. O -0.946
26. N 1.141
27. C -0.366
28. C -0.420
29. C -0.952
30. C -1.006
31. C 0.845
32. C -0.636
33. C -1.296
34. C -0.035
35. N 0.373
36. C -0.644
37. H 0.390
38. H 0.326
39. H 0.313
40. H 0.352
41. H 0.534
42. H 0.380
43. H 0.438
44. H 0.574
45. H 0.437
46. H 0.434
47. H 0.461
48. H 0.463
49. H 0.524
50. C -1.296
51. N 0.155
52. C 0.243
53. N -0.420
54. O -0.522
55. H 0.376
56. H 0.426
57. H 0.409
58. H 0.139
59. H 0.164
60. H 0.284
61. C -1.307
62. As 0.897
63. C -1.223
64. C -1.264
65. H 0.526
66. H 0.353
67. H 0.314
68. H 0.498
69. H 0.377
70. H 0.309
71. H 0.522
72. H 0.312
73. H 0.412



- What is the formula in the fourth record?
  C10H10N2O3